Entry i
Density functional theory data (ωB97M-V/def2-TZVPD) for an isolated molecule of C5H6O.

Calculated values
- Gap between HOMO and LUMO: 10.489 eV
- Structure (SMILES): C#CC(=O)CC

ORCA input file:
```
! wB97M-V def2-TZVPD RIJCOSX def2/J DEFGRID3
* xyz 0 1
C 2.8266 -0.6061 0.4186
C 1.9453 -0.2942 -0.3561
C 0.6873 0.3900 0.0185
O 0.7057 1.5200 0.4417
C -0.5569 -0.4708 0.0418
C -1.7526 0.4649 -0.0161
H 3.5135 -0.6879 1.2273
H -0.5231 -1.2129 -0.7655
H -0.5368 -1.0466 0.9812
H -1.6012 1.2409 0.7380
H -1.7690 0.9586 -0.9930
H -2.7043 -0.0414 0.1533
*
```

***

Entry ii
Density functional theory data (ωB97M-V/def2-TZVPD) for an isolated molecule of C5H6O.

Calculated values
- Gap between HOMO and LUMO: 9.795 eV
- Structure (SMILES): Cc1ccoc1

ORCA input file:
```
! wB97M-V def2-TZVPD RIJCOSX def2/J DEFGRID3
* xyz 0 1
C 1.0584 0.7054 1.2452
C 0.2186 0.0745 0.1644
C -1.1885 0.2626 -0.1274
C -1.4883 -0.6023 -1.1178
O -0.3913 -1.2709 -1.5379
C 0.6356 -0.8336 -0.7581
H 2.1165 0.4294 1.1543
H 0.7365 0.4028 2.2510
H 0.9972 1.7969 1.2062
H -1.8655 1.0587 0.1495
H -2.4315 -0.7794 -1.6128
H 1.6023 -1.2441 -1.0167
*
```

***

Entry iii
Density functional theory data (ωB97M-V/def2-TZVPD) for a 2-piece molecular cluster, C5H6O overall.

Calculated values
- Gap between HOMO and LUMO: 9.730 eV

ORCA input file:
```
! wB97M-V def2-TZVPD RIJCOSX def2/J DEFGRID3
* xyz 0 1
C 0.2140 -0.2776 -1.6087
C 0.4193 -0.7256 -0.2013
C -0.2497 -1.2203 0.7957
O -0.7183 -1.3948 1.8837
C -0.2190 1.3660 1.8051
C 0.0686 1.8552 0.7436
H 0.0412 -1.1875 -2.1821
H 1.0970 0.2126 -2.0366
H -0.6584 0.3734 -1.7572
H 0.1283 -2.1684 0.0429
H -0.4628 0.8347 2.7007
H 0.3113 2.3597 -0.1654
*
```

***

Stability check: which of them is least stable? entry iii.

***

Entry i
Density functional theory data (ωB97M-V/def2-TZVPD) for an isolated molecule of C6H4O.

Calculated values
- Gap between HOMO and LUMO: 9.776 eV

ORCA input file:
```
! wB97M-V def2-TZVPD RIJCOSX def2/J DEFGRID3
* xyz 0 1
C -0.1517 1.7540 -1.7432
C 0.2122 0.6741 -0.8148
C 0.4526 -0.2150 -0.0256
C 0.7549 -1.2749 0.9385
O 1.8254 -1.8048 0.9987
C -1.1726 -0.8298 1.6635
C -0.5146 -1.8379 2.0850
H 0.1101 1.4894 -2.7729
H 0.3807 2.6775 -1.4917
H -1.2268 1.9675 -1.7088
H -0.6702 -2.6001 2.8714
*
```

***

Entry ii
Density functional theory data (ωB97M-V/def2-TZVPD) for a 2-piece molecular cluster, C6H4O overall.

Calculated values
- Gap between HOMO and LUMO: 8.751 eV
- Structure (SMILES): C=C=C=C=O.C#C

ORCA input file:
```
! wB97M-V def2-TZVPD RIJCOSX def2/J DEFGRID3
* xyz 0 1
C 1.7260 0.0107 -1.1624
C 1.3798 -0.8102 -0.1972
C 0.7860 -1.4216 0.7646
C -0.3086 -1.0541 1.4323
O -1.1492 -1.0039 2.2267
H 2.3573 0.8699 -0.9624
H 1.4020 -0.1669 -2.1830
C -0.9637 0.7483 -0.0441
C -2.1195 0.9782 0.1925
H 0.0295 0.6700 -0.4771
H -3.1396 1.1797 0.4100
*
```

***

Stability check: which of them is least stable? entry i.

***

Entry i
Density functional theory data (ωB97M-V/def2-TZVPD) for a 2-piece molecular cluster, C2H7S3 overall.

Calculated values
- Gap between HOMO and LUMO: 5.814 eV

ORCA input file:
```
! wB97M-V def2-TZVPD RIJCOSX def2/J DEFGRID3
* xyz -1 1
C 2.3112 -0.8219 -0.4342
S 2.1090 -0.6280 1.3882
H 1.3976 -1.2173 -0.8711
H 3.1857 -1.4612 -0.4982
H 2.4284 0.1332 -0.9416
C -1.7467 -0.8602 -1.6408
S -1.6256 -0.1690 0.0801
S -0.7561 1.6971 -0.3506
H -1.8675 -0.1389 -2.4406
H -0.8239 -1.4029 -1.8906
H -2.5199 -1.6350 -1.6384
H 1.5813 0.5987 1.2854
*
```

***

Entry ii
Density functional theory data (ωB97M-V/def2-TZVPD) for a 2-piece molecular cluster, C2H7S3 overall.

Calculated values
- Gap between HOMO and LUMO: 5.493 eV

ORCA input file:
```
! wB97M-V def2-TZVPD RIJCOSX def2/J DEFGRID3
* xyz -1 1
C -0.5015 -1.0718 1.8679
S 1.4003 -0.7867 2.1592
H -0.6518 -0.8394 0.7796
H -1.0588 -0.2452 2.5902
H -0.6740 -2.1455 1.9929
C -0.1883 0.2034 -1.9011
S -0.2385 1.9351 -2.5019
S 0.9788 2.8359 -0.9614
H -1.2061 0.0449 -1.4976
H -0.2577 -0.3090 -2.8411
H 0.7322 -0.0856 -1.1941
H 1.6652 0.4639 1.5073
*
```

***

Stability check: which of them is least stable? entry ii.

***

Entry i
Density functional theory data (ωB97M-V/def2-TZVPD) for an isolated molecule of H2N3PS.

Calculated values
- Gap between HOMO and LUMO (spin up / spin down): 7.544 / 8.144 eV
- <S²>: 2.01

ORCA input file:
```
! wB97M-V def2-TZVPD RIJCOSX def2/J DEFGRID3
* xyz 0 3
N -0.0418 0.6360 -0.1587
N 0.0756 0.9814 -1.3715
N -0.0560 -1.5213 0.5052
P 1.2098 -0.5639 0.3258
S 0.5504 -1.1527 2.1835
H -0.9801 0.4455 0.3237
H -0.7579 1.1749 -1.8079
*
```

***

Entry ii
Density functional theory data (ωB97M-V/def2-TZVPD) for an isolated molecule of H2N3PS.

Calculated values
- Gap between HOMO and LUMO (spin up / spin down): 8.258 / 6.095 eV
- <S²>: 2.02

ORCA input file:
```
! wB97M-V def2-TZVPD RIJCOSX def2/J DEFGRID3
* xyz 0 3
N 0.7217 0.6022 -0.9340
N 1.3734 0.0210 0.1438
N 0.1968 -0.5372 -0.3387
P -1.4031 -0.2056 0.5152
S -2.2391 -1.9289 0.5681
H 0.0737 1.3566 -0.8936
H 1.2765 0.6919 0.9391
*
```

***

Stability check: which of them is least stable? entry ii.

***

Entry i
Density functional theory data (ωB97M-V/def2-TZVPD) for a 2-piece molecular cluster, C4H9O2 overall.

Calculated values
- Gap between HOMO and LUMO: 7.627 eV

ORCA input file:
```
! wB97M-V def2-TZVPD RIJCOSX def2/J DEFGRID3
* xyz -1 1
C -1.2872 -1.2056 0.1254
C -1.3949 -0.4190 1.4323
H -0.8522 -0.6266 -0.6879
H -0.6693 -2.1040 0.1601
H -2.2725 -1.5547 -0.1974
H -0.6338 -0.7678 2.1394
H -1.3723 0.6492 1.2464
H -2.2945 -0.6517 2.0027
C 1.5656 1.2643 -0.2925
C 1.4338 0.5510 -1.7090
O 0.3640 0.6472 -2.3164
O 2.5205 -0.0239 -1.9934
H 2.5794 1.6466 -0.1928
H 1.4424 0.4911 0.4673
H 0.8710 2.1038 -0.1843
*
```

***

Entry ii
Density functional theory data (ωB97M-V/def2-TZVPD) for a 2-piece molecular cluster, C4H9O2 overall.

Calculated values
- Gap between HOMO and LUMO: 7.056 eV

ORCA input file:
```
! wB97M-V def2-TZVPD RIJCOSX def2/J DEFGRID3
* xyz -1 1
C -1.0324 -0.5941 1.2066
O -0.3800 0.0195 0.1876
C -1.8117 -1.8417 0.7420
H -1.7910 0.0656 1.6930
H -0.3256 -0.9377 1.9980
H -2.4216 -2.2964 1.5331
H -1.1259 -2.5937 0.3367
H -2.4784 -1.5483 -0.0760
O 1.7046 3.2076 -0.7740
C 1.2058 2.1228 -0.9976
C 1.9674 0.8560 -1.1404
H 0.1188 1.9928 -1.1043
H 3.0242 0.9454 -0.8893
H 1.8918 0.5100 -2.1767
H 1.4540 0.0920 -0.5386
*
```

***

Entry iii
Density functional theory data (ωB97M-V/def2-TZVPD) for a 2-piece molecular cluster, C4H9O2 overall.

Calculated values
- Gap between HOMO and LUMO: 7.379 eV

ORCA input file:
```
! wB97M-V def2-TZVPD RIJCOSX def2/J DEFGRID3
* xyz -1 1
C 1.6676 -0.1908 -1.0605
C 0.7888 -0.4574 -2.3045
O -0.3649 -0.8527 -2.0544
O 1.1696 -0.2738 -3.4730
H 1.2760 -0.6965 -0.1002
H 1.6878 0.8537 -0.7316
H 2.7227 -0.1640 -1.2799
C -1.9162 0.3868 1.6706
C -0.3644 0.1152 1.1607
H -2.5020 1.0058 1.0052
H -2.3161 -0.6106 1.6053
H -1.7990 0.9309 2.5514
H -0.0288 1.0077 0.5913
H 0.2717 -0.3724 1.9004
H -0.2928 -0.6818 0.5192
*
```

***

Stability check: which of them is least stable? entry ii.

***

Entry i
Density functional theory data (ωB97M-V/def2-TZVPD) for C5H6N2 as an isolated structure.

Calculated values
- Gap between HOMO and LUMO: 9.640 eV

ORCA input file:
```
! wB97M-V def2-TZVPD RIJCOSX def2/J DEFGRID3
* xyz 0 1
C -2.6379 0.1327 -0.4733
C -1.5306 -0.2280 0.0246
C -0.2999 -0.4022 0.7351
C 0.4946 -1.1177 0.0336
C 0.4932 1.0365 0.5515
H -3.3596 1.1469 -0.9896
H -0.3961 -0.4832 1.7160
H 0.0788 -1.8830 -0.5457
H 1.0648 -1.8433 0.8389
H 2.5186 -0.6361 -0.5364
H 0.0444 2.0530 0.6992
N 1.5831 -0.3135 -0.6715
N 1.4073 1.0446 -0.2444
*
```

***

Entry ii
Density functional theory data (ωB97M-V/def2-TZVPD) for an isolated molecule of C5H6N2.

Calculated values
- Gap between HOMO and LUMO: 10.779 eV
- Structure (SMILES): N#C[C@H]1[C@H]2CCN21

ORCA input file:
```
! wB97M-V def2-TZVPD RIJCOSX def2/J DEFGRID3
* xyz 0 1
N 2.2784 0.1754 1.7525
C 1.7471 0.2567 0.7242
C 1.1052 0.3670 -0.5780
C -0.0564 -0.4789 -0.9614
C -0.8909 -0.9140 0.2317
C -0.9994 0.6606 0.4737
N -0.2621 0.9547 -0.7942
H 1.8175 0.6423 -1.3603
H -0.0652 -0.9402 -1.9311
H -1.8595 -1.3501 -0.0790
H -0.3909 -1.5827 0.9512
H -2.0552 0.9835 0.4597
H -0.3686 1.2257 1.1112
*
```

***

Stability check: which of them is least stable? entry i.

***

Entry i
Density functional theory data (ωB97M-V/def2-TZVPD) for an isolated molecule of C5H6N2.

Calculated values
- Gap between HOMO and LUMO (spin up / spin down): 8.508 / 8.504 eV

ORCA input file:
```
! wB97M-V def2-TZVPD RIJCOSX def2/J DEFGRID3
* xyz 0 1
C -0.8523 -2.5556 -0.0897
C 1.1891 -0.0090 0.3088
C 1.4771 -1.0790 -0.3503
C -0.2269 0.4817 0.4446
C -1.0885 -0.2434 -0.6136
N -1.0727 -3.5150 0.5149
N -0.6104 -1.5623 -0.8839
H 1.9417 0.5948 0.8032
H 2.1649 -1.8015 -0.7057
H -0.5754 0.2435 1.4558
H -0.2676 1.5640 0.3154
H -2.1287 -0.2691 -0.2641
H -1.0556 0.3194 -1.5527
*
```

***

Entry ii
Density functional theory data (ωB97M-V/def2-TZVPD) for an isolated molecule of C5H6N2.

Calculated values
- Gap between HOMO and LUMO: 9.123 eV
- Structure (SMILES): C#CN1CCC=N1

ORCA input file:
```
! wB97M-V def2-TZVPD RIJCOSX def2/J DEFGRID3
* xyz 0 1
C 2.6766 -1.7584 1.2986
C 1.7550 -1.3893 0.6569
N 0.6629 -1.0252 0.0143
C -0.4293 -0.2447 0.5240
C -0.9253 0.6064 -0.6733
C 0.2301 0.4241 -1.7000
N 0.9998 -0.5530 -1.4816
H 3.4594 -1.7794 1.9635
H -0.0685 0.2059 1.3732
H -1.1539 -0.9355 0.9248
H -1.0811 1.5802 -0.5219
H -1.8480 0.2654 -1.0615
H 0.2172 0.9502 -2.6858
*
```

***

Entry iii
Density functional theory data (ωB97M-V/def2-TZVPD) for C5H6N2 as an isolated structure.

Calculated values
- Gap between HOMO and LUMO: 9.291 eV

ORCA input file:
```
! wB97M-V def2-TZVPD RIJCOSX def2/J DEFGRID3
* xyz 0 1
C 1.4641 -1.0600 0.0666
C 0.3427 0.8464 0.3751
C -1.0641 1.2553 0.1690
C -1.0474 -0.1183 -0.5932
C 0.1170 -0.5864 0.4250
N 2.2574 -0.1011 -0.0943
N 1.7019 1.1053 -0.0639
H 1.9691 -2.0868 0.1226
H -1.8160 1.0839 0.9113
H -1.2596 2.0065 -0.5478
H -1.9236 -0.8936 -0.4583
H -0.5383 -0.2074 -1.4876
H -0.2034 -1.2438 1.1754
*
```

***

Entry iv
Density functional theory data (ωB97M-V/def2-TZVPD) for C5H6N2 as an isolated structure.

Calculated values
- Gap between HOMO and LUMO: 10.234 eV

ORCA input file:
```
! wB97M-V def2-TZVPD RIJCOSX def2/J DEFGRID3
* xyz 0 1
C 2.8260 0.8018 -0.0834
C -0.1360 -0.5913 -2.1024
C 0.6891 -0.4475 1.1658
C 0.1159 0.9015 0.8604
C 0.9405 0.2225 -0.1492
N 3.9302 0.6635 0.0942
N 0.7149 0.0705 -1.4667
H -0.0216 -0.6442 -3.1197
H -0.8702 -1.2213 -1.6144
H 1.5851 -0.2801 1.7224
H 0.1560 -1.2684 1.3776
H -0.9098 1.1059 0.4780
H 0.4932 1.7241 1.4100
*
```

***

Stability check: which of them is least stable? entry iv.

***

Entry i
Density functional theory data (ωB97M-V/def2-TZVPD) for an isolated molecule of C5H6N2.

Calculated values
- Gap between HOMO and LUMO: 9.444 eV
- Structure (SMILES): [H]/N=C/C(C)=N/C#C

ORCA input file:
```
! wB97M-V def2-TZVPD RIJCOSX def2/J DEFGRID3
* xyz 0 1
H -3.4389 0.9819 -0.0843
N -2.6120 0.3885 -0.0919
C -1.5088 0.9854 -0.0104
C -0.2278 0.1792 0.0247
C -0.3055 -1.3066 0.0471
N 0.7897 0.9297 -0.0366
C 2.0737 0.4319 -0.0683
C 3.2703 0.2620 -0.0089
H -1.3717 2.0704 0.0633
H -1.2557 -1.6202 0.4706
H -0.2492 -1.6804 -0.9758
H 0.5313 -1.7180 0.6095
H 4.3046 0.0962 0.0609
*
```

***

Entry ii
Density functional theory data (ωB97M-V/def2-TZVPD) for an isolated molecule of C5H6N2.

Calculated values
- Gap between HOMO and LUMO: 9.411 eV
- Structure (SMILES): c1cn2c(n1)CC2

ORCA input file:
```
! wB97M-V def2-TZVPD RIJCOSX def2/J DEFGRID3
* xyz 0 1
C 2.1212 0.0998 -0.0892
C 1.3284 -1.0267 -0.1275
N 0.0830 -0.5409 0.1542
C 0.1820 0.7935 0.2000
N 1.3943 1.2635 0.1163
C -1.3035 1.0048 0.1336
C -1.3772 -0.5690 0.0476
H 3.1921 0.1391 -0.2191
H 1.5053 -2.0629 -0.3510
H -1.6774 1.4781 -0.7803
H -1.5102 1.5260 1.0579
H -1.7005 -0.9563 -0.9242
H -1.8712 -1.1326 0.8453
*
```

***

Entry iii
Density functional theory data (ωB97M-V/def2-TZVPD) for an isolated molecule of C5H6N2.

Calculated values
- Gap between HOMO and LUMO: 10.586 eV
- Structure (SMILES): N#C[C@H]1[C@H]2CCN21

ORCA input file:
```
! wB97M-V def2-TZVPD RIJCOSX def2/J DEFGRID3
* xyz 0 1
N -0.3538 2.9357 -0.0298
C -0.4819 1.9086 -0.5533
C -0.5915 0.5520 -1.0692
C 0.3863 -0.5626 -0.8126
C 1.0478 -0.7643 0.5208
C -0.3942 -0.3465 1.1533
N -0.9906 -0.5602 -0.2022
H -1.1446 0.4803 -2.0223
H 0.7584 -1.0853 -1.6918
H 1.1183 -1.8460 0.6828
H 2.0765 -0.3781 0.6325
H -0.9015 -1.0142 1.8702
H -0.5292 0.6807 1.5217
*
```

***

Stability check: which of them is least stable? entry iii.